No. 1
A cluster of 2 separate species, C21H15N2O4 in total, computed with the ωB97M-V functional and the def2-TZVPD basis.

Geometry as XYZ:
```
42
Properties=species:S:1:pos:R:3:forces:R:3
C -2.817247 -0.379327 2.775994 -0.49 0.07 0.01
C -1.367567 -0.070145 2.776868 0.60 -0.09 0.00
C -0.419932 -1.055839 2.780599 -0.20 0.49 -0.01
N 0.892617 -0.892367 2.779172 0.39 0.17 -0.01
C 1.349899 0.394968 2.780204 0.45 -1.23 -0.05
O 2.547118 0.633271 2.778050 1.15 0.69 0.01
N 0.455468 1.446339 2.776207 -0.54 -0.08 0.02
C -0.910710 1.287382 2.774909 -0.78 -0.93 -0.01
O -1.688998 2.232348 2.770841 -0.14 1.45 0.00
H -3.405517 0.542229 2.776174 0.10 -0.12 0.00
H -3.091267 -0.958602 1.890922 -0.17 -0.06 0.00
H -3.090031 -0.958192 3.661554 -0.18 -0.06 0.00
H -0.758117 -2.080008 2.783758 -0.14 -0.52 0.00
H 0.824005 2.383444 2.775929 0.07 -0.01 0.00
C -0.230509 -7.916067 4.711949 -0.06 -0.12 -0.07
C 0.249952 -7.361491 3.543796 0.04 0.00 -0.28
C 1.038126 -6.232774 3.623517 -0.25 -0.34 0.81
C 1.344140 -5.654274 4.848221 -0.57 -0.80 -0.10
C 0.862023 -6.211823 6.018127 0.17 0.22 0.11
C 0.075269 -7.346408 5.939909 0.03 0.03 0.15
C 2.179831 -4.466418 4.621224 0.55 1.03 0.55
O 2.619891 -3.732126 5.476438 0.04 -0.13 0.12
C 2.363624 -4.341550 3.169384 0.36 0.50 -0.61
C 3.069529 -3.371858 2.556225 -0.42 -0.28 0.16
C 3.221608 -3.243951 1.105852 0.03 0.06 -0.61
C 2.114872 -3.287401 0.258671 -0.06 -0.06 0.46
C 2.263336 -3.247366 -1.108015 -0.12 0.04 -0.09
C 3.521419 -3.135981 -1.663490 0.09 -0.02 -0.19
C 4.629337 -3.058253 -0.844054 0.19 -0.02 -0.23
C 4.482686 -3.106929 0.524214 -0.25 0.00 0.58
C 1.661146 -5.467809 2.541274 0.07 0.22 -0.91
O 1.584552 -5.742436 1.365472 -0.09 -0.45 -0.16
H -0.844245 -8.801383 4.666697 -0.11 -0.13 0.04
H 0.028427 -7.781673 2.578871 -0.08 -0.14 -0.22
H 1.106320 -5.759489 6.963066 0.03 0.09 0.24
H -0.304058 -7.797666 6.843069 -0.06 -0.04 0.13
H 3.552435 -2.638558 3.178904 0.19 0.25 0.22
H 1.136490 -3.382135 0.696395 -0.15 0.10 0.02
H 1.398097 -3.323625 -1.746595 -0.16 0.06 -0.05
H 3.638369 -3.119737 -2.735068 0.03 0.04 -0.18
H 5.611948 -2.970049 -1.279633 0.16 0.03 -0.02
H 5.348804 -3.070883 1.161010 0.26 0.08 0.16
```
Forces are in eV/Å.

Computed properties:
Total energy: -1219.822461 Eh
Total charge: -1
Energy relative to the best compared isomer or geometry (same formula, charge and spin): 0.0 kcal/mol
HOMO level: -3.6511 eV
LUMO energy: 0.0597 Eh
Frontier orbital gap: 5.2748 eV



No. 2
A structure of composition C32H56AgNO12, computed with the ωB97M-V functional and the def2-TZVPD basis.

Geometry as XYZ:
```
102
Properties=species:S:1:pos:R:3:forces:R:3
Ag -1.710504 2.573937 -3.560422 0.02 0.19 0.48
C -0.435118 0.572462 0.421225 -2.19 -0.45 -0.67
C 0.593360 1.656031 0.104534 -0.71 0.15 0.72
C 1.884616 1.131284 -0.349103 1.47 -1.13 -0.52
O 0.020970 2.597726 -0.734417 -0.15 -0.60 0.34
H -0.844588 0.125891 -0.484864 0.47 -0.30 -0.33
H -1.354593 0.990179 0.831330 0.16 0.47 0.31
H -0.188516 -0.244496 1.099357 0.83 0.30 -0.10
H 0.697173 2.059135 1.111917 0.17 0.93 0.21
H 1.780533 0.402305 -1.152764 -0.13 0.33 -0.51
H 2.358691 0.504566 0.406263 0.00 0.29 0.42
H 2.589444 1.918600 -0.616417 -0.07 -0.07 -0.10
C -2.156673 -6.624512 -0.467210 0.63 -0.53 -0.57
C -0.708331 -6.128917 -0.299910 0.60 -0.24 1.05
C 0.014223 -7.250103 0.542102 0.87 -0.13 0.78
C 1.499569 -7.063530 0.621961 0.77 0.80 -0.86
C 2.048954 -7.207960 -0.785321 0.17 0.73 -0.24
C 1.458369 -6.217717 -1.855906 -1.20 0.30 -0.21
N -0.055511 -6.101513 -1.677932 -0.43 -1.39 1.39
O -0.713329 -5.139202 -2.525048 1.05 -0.13 0.78
C 2.092032 -4.841997 -1.582502 0.87 0.95 -1.26
C 1.660967 -6.820158 -3.349711 -0.70 0.89 0.34
C -0.667105 -4.784062 0.547476 -0.46 0.95 -1.28
H -2.721620 -6.071967 -1.217975 -0.12 0.29 0.35
H -2.685829 -6.721085 0.480822 0.02 0.42 -0.02
H -2.054937 -7.640156 -0.849602 -0.19 -0.11 -0.15
H -0.258058 -7.327546 1.594698 -1.16 0.40 -0.10
H -0.032518 -8.269007 0.157719 -0.95 0.08 -0.50
H 2.100462 -7.746116 1.222866 -0.71 -0.61 0.25
H 1.793594 -6.114774 1.070865 -0.19 0.45 -0.25
H 1.943178 -8.243135 -1.109842 -0.05 0.00 -0.08
H 3.102598 -6.994945 -0.604857 0.33 -0.04 -1.02
H 1.603065 -3.999260 -2.071181 -0.50 -0.29 -0.38
H 2.224948 -4.444813 -0.576180 -0.40 -0.93 0.49
H 3.098658 -4.794419 -1.997882 0.24 -0.28 -0.09
H 2.530719 -6.470067 -3.905649 0.64 -0.43 0.68
H 1.473128 -7.891322 -3.423328 0.90 -0.27 0.74
H 0.912381 -6.565646 -4.100009 -0.70 1.04 0.59
H -0.548737 -3.928392 -0.117298 1.17 -0.09 -0.55
H 0.017448 -4.674217 1.388563 0.24 -0.45 -0.28
H -1.608604 -4.349392 0.883244 -0.75 -1.27 0.58
H -1.380557 -5.680410 -2.953410 0.02 -0.07 -0.20
O 1.103806 4.532739 -4.630760 0.83 0.40 0.88
C 2.262949 4.895924 -4.468691 -2.41 -0.33 -0.13
O 3.193506 4.465829 -5.245664 0.44 -1.77 -2.35
C 4.361783 5.198762 -5.149013 2.78 0.68 1.52
C 4.415607 5.723486 -3.678753 -1.61 -0.74 -0.87
C 2.889228 5.813587 -3.506278 -0.42 1.25 2.37
H 4.376939 6.026877 -5.857609 0.08 -0.25 -0.23
H 5.203702 4.509536 -5.214036 -0.07 0.17 -0.93
H 4.996743 6.624774 -3.483680 -0.23 -0.09 -0.24
H 4.761567 4.903857 -3.048975 0.24 0.16 0.04
H 2.456466 6.806303 -3.630172 0.12 0.14 -0.12
H 2.561331 5.487182 -2.519348 -0.03 0.15 0.16
O -4.422891 0.642864 -2.611011 -3.06 0.54 -0.71
C -5.614822 0.494458 -2.946993 1.64 -0.44 -0.19
O -6.027729 -0.754355 -3.236823 0.03 -1.25 0.27
C -7.310629 -0.850034 -3.904089 -0.39 0.60 0.85
C -7.529250 0.544222 -4.329117 -0.54 1.52 -0.87
C -6.828165 1.441346 -3.239964 1.74 -1.70 -1.33
H -8.196757 -1.031680 -3.295908 0.70 -1.10 0.93
H -7.287281 -1.536217 -4.750682 0.39 -0.16 0.41
H -8.589562 0.753570 -4.470581 0.02 0.18 0.20
H -7.117809 0.527311 -5.338343 0.53 1.33 0.05
H -7.370040 1.495353 -2.295739 -0.25 0.47 -0.26
H -6.417872 2.360059 -3.659146 -0.50 0.23 0.52
O 6.752350 0.829866 0.953583 0.79 -1.05 2.83
C 6.898421 0.499716 2.135405 -1.07 0.80 -3.33
O 7.412301 -0.726241 2.504886 -0.02 2.59 -3.57
C 7.206629 -0.945205 3.808308 -0.30 -0.58 3.88
C 6.878104 0.467235 4.503656 -1.63 -1.64 0.06
C 6.372666 1.322601 3.321999 2.27 -1.07 0.38
H 8.053727 -1.501634 4.209468 0.54 0.69 0.27
H 6.462869 -1.737331 3.894553 -0.92 0.46 0.28
H 7.671859 0.814219 5.165202 0.21 0.30 -0.69
H 5.993089 0.409011 5.137283 0.25 -0.62 0.42
H 6.858789 2.295948 3.388114 -0.35 0.09 -0.60
H 5.287256 1.393602 3.251636 0.18 0.05 0.06
O -3.841313 4.835725 -1.403504 0.30 0.92 1.58
C -4.160502 5.467507 -0.384656 2.37 -2.97 -3.58
O -5.327575 5.966562 -0.315306 -2.75 1.14 1.28
C -5.587708 6.218788 1.092739 -0.53 0.53 0.00
C -4.230037 6.583477 1.677113 -0.51 -0.04 0.20
C -3.331030 5.711850 0.831789 0.16 0.02 -0.75
H -5.985223 5.305363 1.535182 -0.25 0.06 -0.09
H -6.292036 7.049855 1.129520 -0.13 -0.35 0.15
H -4.165540 6.270953 2.719355 -0.06 0.55 0.05
H -4.169231 7.662822 1.537722 0.78 -0.11 0.22
H -3.179378 4.741025 1.303594 0.42 0.06 -0.02
H -2.422570 6.117779 0.386795 0.32 0.02 0.78
O 1.533236 0.954872 6.268262 -0.47 -0.30 0.34
C 0.537899 1.604983 6.101452 0.74 -1.15 1.21
O 0.533446 2.550000 5.197475 1.33 0.59 -2.34
C -0.626640 3.280978 5.195035 -1.70 1.68 0.71
C -1.662404 2.461047 5.920259 -1.54 0.27 1.25
C -0.804036 1.575692 6.842165 0.45 -0.68 -1.36
H -0.926515 3.732662 4.249435 0.33 -0.69 -0.39
H -0.467346 4.142488 5.843512 0.19 0.32 0.04
H -2.433136 1.875294 5.419280 0.84 -0.49 -0.98
H -2.377874 3.144687 6.377253 0.43 0.28 0.79
H -1.155533 0.550993 6.721566 0.07 -0.04 0.70
H -0.551787 1.815779 7.875043 -0.64 0.22 -0.01
```
Forces are in eV/Å.

Computed properties:
Total energy: -2356.996970 Eh
Total charge: +1
⟨S²⟩: 0.75
Energy relative to the best compared isomer or geometry (same formula, charge and spin): 57.7 kcal/mol
HOMO level (alpha / beta): -9.5801 / -9.5801 eV
Multiplicity: 2
LUMO energy (alpha / beta): -0.1812 / -0.1853 Eh
Frontier orbital gap (alpha / beta): 4.6501 / 4.5385 eV



No. 3
An isolated molecule of C7H14OS, computed with the ωB97M-V functional and the def2-TZVPD basis.

Geometry as XYZ:
```
23
Properties=species:S:1:pos:R:3:forces:R:3
C -0.579844 -1.534376 -0.011804 1.06 -0.31 -1.16
C 2.064672 -0.708769 0.639607 -1.91 -1.66 -1.16
C -2.050910 -1.212846 -0.168082 1.57 0.36 -1.15
C -2.576296 0.148351 0.206492 1.05 0.62 0.89
C -1.574153 1.338087 0.075609 0.59 -1.21 -0.55
C -0.152152 0.871505 0.557296 0.38 2.37 -0.41
C 3.254428 0.132457 0.378478 0.54 0.29 1.38
O 0.811888 0.473178 -1.819201 2.14 -2.44 -0.66
S 0.608937 -0.439122 -0.347049 -0.37 -0.15 2.88
H -0.317472 -2.573925 -0.196850 0.07 0.11 -0.07
H 2.146847 -1.827374 0.565675 0.35 0.94 0.25
H -2.407403 -1.464063 -1.149270 -0.06 -0.20 -0.80
H -2.395200 -1.973367 0.451653 -1.52 -1.13 1.26
H -3.453900 0.331157 -0.371332 -0.70 0.34 -0.32
H -2.864620 0.067119 1.234849 -0.35 0.27 0.76
H -1.515571 1.556490 -1.033832 0.07 0.43 1.35
H -1.895350 2.197380 0.720668 0.25 -0.61 -0.96
H 0.625056 1.683687 0.451102 -1.04 -0.41 0.29
H -0.086919 0.470670 1.579010 -0.29 0.30 -0.39
H 4.067024 0.005768 1.162111 -1.00 -0.03 -1.18
H 3.589263 0.155852 -0.598488 1.81 -1.43 -2.28
H 3.046407 1.168379 0.287485 -0.88 1.54 1.34
H 1.477825 -0.180399 -2.277169 -1.76 2.01 0.71
```
Forces are in eV/Å.

Computed properties:
Total energy: -748.314338 Eh
Energy relative to the best compared isomer or geometry (same formula, charge and spin): 143.1 kcal/mol
HOMO level: -6.9779 eV
LUMO energy: 0.0169 Eh
SMILES: CC=[S@@]1(O)=CCCCC1
Frontier orbital gap: 7.4384 eV